#1
{"formula": "C5H6NO2S", "method": "wB97M-V/def2-TZVPD", "smiles": "CCN([O-])C(=O)C=C=S", "lumo_energy_ha": 0.120, "homo_lumo_gap_ev": 5.5, "total_charge": -1, "symbols": ["C", "C", "C", "C", "C", "N", "O", "O", "S", "H", "H", "H", "H", "H", "H"], "xyz": [[1.98, 1.27, 0.23], [2.88, 0.29, 0.27], [0.58, 1.21, -0.20], [-1.88, -1.20, 0.53], [-1.47, -0.21, -0.57], [0.00, -0.08, -0.43], [-0.11, 2.27, -0.31], [0.68, -1.17, -0.37], [4.13, -0.69, 0.30], [2.38, 2.24, 0.24], [-1.61, -2.27, 0.17], [-1.17, -1.00, 1.34], [-2.94, -1.09, 0.72], [-1.66, -0.45, -1.59], [-1.80, 0.90, -0.33]]}

=====

#2
{"formula": "C5H6NO2S", "method": "wB97M-V/def2-TZVPD", "lumo_energy_ha": 0.133, "homo_lumo_gap_ev": 6.2, "total_charge": -1, "symbols": ["C", "C", "C", "C", "C", "N", "O", "O", "S", "H", "H", "H", "H", "H", "H"], "xyz": [[-2.15, -0.16, 0.35], [-1.88, 1.07, 0.59], [-1.41, -1.09, -0.42], [0.66, 0.23, -0.10], [1.93, -0.16, 0.62], [-0.09, -0.79, -0.62], [-1.81, 2.20, 0.81], [-1.89, -2.17, -0.80], [1.26, 1.28, -1.57], [-3.12, -0.60, 0.61], [2.59, 0.70, 0.70], [2.49, -0.81, -0.03], [1.98, -0.53, 1.66], [0.53, -1.60, -0.76], [0.90, 2.45, -1.04]]}

=====

Which of them is most stable? Easy: #2.

=====

#1
{"formula": "C3H4N2O2S2", "method": "wB97M-V/def2-TZVPD", "lumo_energy_ha": 0.005, "homo_lumo_gap_ev": 9.5, "symbols": ["C", "C", "C", "N", "N", "O", "O", "S", "S", "H", "H", "H", "H"], "xyz": [[-1.27, 1.09, 0.81], [-1.29, -0.79, -0.49], [1.93, -0.66, -0.01], [-0.54, 0.25, 0.03], [-2.50, 0.76, 0.98], [1.07, 1.85, -0.54], [-0.80, -1.54, -1.33], [-2.88, -0.64, 0.27], [0.91, 0.48, -0.98], [-0.79, 1.99, 1.09], [1.36, -1.02, 0.89], [2.91, -0.21, -0.01], [1.89, -1.56, -0.71]]}

=====

#2
{"formula": "C3H4N2O2S2", "method": "wB97M-V/def2-TZVPD", "lumo_energy_ha": 0.015, "homo_lumo_gap_ev": 10.1, "symbols": ["C", "C", "C", "N", "N", "O", "O", "S", "S", "H", "H", "H", "H"], "xyz": [[-2.48, 0.70, -0.81], [-1.07, 0.05, 0.60], [2.10, -0.43, -0.47], [-1.26, 0.90, -0.29], [-3.13, -0.39, -0.47], [2.52, 0.47, 2.10], [0.05, -0.05, 1.43], [-2.31, -1.23, 0.75], [1.63, 0.68, 1.00], [-2.81, 1.34, -1.53], [1.86, -1.54, -0.34], [3.19, -0.45, -0.51], [1.72, -0.07, -1.46]]}

=====

Which of them is most stable? Easy: #1.

=====

#1
{"formula": "C10H12O4", "method": "wB97M-V/def2-TZVPD", "smiles": "COCOc1cc(OC)ccc1C=O", "lumo_energy_ha": 0.016, "homo_lumo_gap_ev": 9.3, "symbols": ["C", "C", "C", "C", "C", "C", "C", "C", "C", "C", "H", "H", "H", "H", "H", "H", "H", "H", "H", "H", "H", "H", "O", "O", "O", "O"], "xyz": [[3.71, -1.05, -1.32], [2.37, 0.66, -0.62], [0.15, -0.08, -0.25], [-0.84, 0.79, -0.63], [-2.08, 0.91, 0.08], [-4.28, 1.88, 0.03], [-2.39, 0.16, 1.21], [-1.38, -0.74, 1.57], [-0.20, -0.92, 0.88], [0.72, -1.96, 1.41], [4.14, -1.13, -0.36], [2.84, -1.73, -1.52], [4.44, -1.25, -2.07], [1.98, 1.75, -0.74], [2.55, 0.61, 0.48], [-0.62, 1.40, -1.46], [-4.66, 2.72, -0.61], [-4.87, 0.88, -0.18], [-4.24, 2.39, 1.03], [-3.36, 0.32, 1.79], [-1.56, -1.37, 2.43], [0.13, -2.81, 2.03], [3.34, 0.30, -1.48], [1.22, -0.16, -1.01], [-2.89, 1.87, -0.48], [1.91, -1.98, 1.09]]}

=====

#2
{"formula": "C10H12O4", "method": "wB97M-V/def2-TZVPD", "smiles": "COc1ccccc1OCCC(=O)O", "lumo_energy_ha": 0.025, "homo_lumo_gap_ev": 9.6, "symbols": ["C", "C", "C", "C", "C", "C", "C", "C", "C", "C", "H", "H", "H", "H", "H", "H", "H", "H", "H", "H", "H", "H", "O", "O", "O", "O"], "xyz": [[0.01, 2.77, -0.07], [-0.99, 0.60, -0.16], [-2.26, 1.01, 0.19], [-3.22, 0.08, 0.38], [-3.01, -1.26, 0.08], [-1.73, -1.68, -0.33], [-0.69, -0.74, -0.50], [1.38, -1.84, -0.16], [2.16, -0.92, 0.76], [3.27, -0.10, 0.08], [0.98, 3.23, -0.49], [0.07, 2.98, 1.06], [-0.85, 3.27, -0.56], [-2.39, 2.07, 0.38], [-4.23, 0.45, 0.58], [-3.86, -1.96, 0.13], [-1.53, -2.71, -0.68], [0.72, -2.58, 0.40], [2.08, -2.36, -0.78], [2.75, -1.44, 1.48], [1.46, -0.25, 1.27], [1.97, 0.42, -1.16], [0.07, 1.44, -0.44], [0.54, -1.05, -1.04], [2.93, 0.64, -0.99], [4.38, -0.09, 0.57]]}

=====

Which of them is most stable? Easy: #2.

=====

#1
{"formula": "CH3NOS2", "method": "wB97M-V/def2-TZVPD", "smiles": "OSNC=S", "lumo_energy_ha": 0.004, "homo_lumo_gap_ev": 8.9, "symbols": ["C", "N", "O", "S", "S", "H", "H", "H"], "xyz": [[-1.29, 0.30, 0.36], [-0.18, 0.45, -0.46], [1.87, -0.77, 0.35], [-2.76, -0.20, 0.04], [1.38, 0.78, 0.04], [-1.10, 0.26, 1.47], [-0.30, 0.39, -1.51], [2.38, -1.21, -0.29]]}

=====

#2
{"formula": "CH3NOS2", "method": "wB97M-V/def2-TZVPD", "smiles": "C#N.OSS", "lumo_energy_ha": 0.019, "homo_lumo_gap_ev": 9.6, "symbols": ["C", "N", "O", "S", "S", "H", "H", "H"], "xyz": [[-3.34, 1.23, -1.73], [-3.34, 0.10, -1.86], [2.59, -2.19, 0.71], [3.00, -0.62, 0.38], [2.22, 0.14, 2.05], [-3.34, 2.29, -1.61], [2.13, -2.58, -0.03], [0.95, 0.32, 1.64]]}

=====

Which of them is most stable? Easy: #1.

=====

#1
{"formula": "ClFZn2", "method": "wB97M-V/def2-TZVPD", "lumo_energy_ha": -0.520, "homo_lumo_gap_ev": 6.1, "total_charge": 2, "symbols": ["Zn", "Zn", "F", "Cl"], "xyz": [[-1.45, -20.62, -11.66], [-0.85, -21.08, -8.32], [-1.04, -21.31, -9.95], [-1.42, -19.35, -8.71]]}

=====

#2
{"formula": "ClFZn2", "method": "wB97M-V/def2-TZVPD", "lumo_energy_ha": -0.523, "homo_lumo_gap_ev": 5.5, "total_charge": 2, "symbols": ["Zn", "Zn", "F", "Cl"], "xyz": [[12.36, 24.66, 20.75], [14.68, 21.99, 17.77], [11.61, 25.97, 19.37], [12.58, 23.21, 18.75]]}

=====

Which of them is most stable? Easy: #2.

=====

#1
{"formula": "C3H18B3OSn", "method": "wB97M-V/def2-TZVPD", "lumo_energy_ha": 0.044, "homo_lumo_gap_ev": 6.0, "total_charge": -1, "symbols": ["Sn", "B", "H", "H", "H", "H", "B", "H", "H", "H", "H", "B", "H", "H", "H", "H", "C", "C", "O", "C", "H", "H", "H", "H", "H", "H"], "xyz": [[6.47, -6.20, 4.56], [4.17, -7.34, 6.47], [3.50, -7.36, 7.31], [4.99, -8.05, 6.53], [3.67, -7.44, 5.51], [4.68, -6.40, 6.59], [7.86, -7.24, 7.23], [7.82, -7.88, 6.37], [8.74, -6.62, 7.33], [7.01, -6.58, 7.17], [7.82, -7.77, 8.18], [6.36, -3.85, 7.03], [6.77, -3.30, 7.86], [5.49, -3.31, 6.67], [7.08, -3.89, 6.23], [5.98, -4.81, 7.33], [6.22, -3.70, 0.48], [6.20, -5.22, 0.59], [6.32, -5.64, 1.71], [6.20, -6.18, -0.71], [6.20, -3.12, 1.41], [5.36, -3.57, -0.18], [7.17, -3.42, 0.03], [5.25, -6.04, -1.21], [6.36, -7.19, -0.32], [7.08, -6.00, -1.33]]}

=====

#2
{"formula": "C3H18B3OSn", "method": "wB97M-V/def2-TZVPD", "lumo_energy_ha": 0.073, "homo_lumo_gap_ev": 7.5, "total_charge": -1, "symbols": ["Sn", "B", "H", "H", "H", "H", "B", "H", "H", "H", "H", "B", "H", "H", "H", "H", "C", "C", "O", "C", "H", "H", "H", "H", "H", "H"], "xyz": [[-0.51, -0.97, 0.06], [0.22, -0.08, -2.52], [0.85, -0.01, -3.51], [0.96, -0.39, -1.60], [-0.26, 0.97, -2.21], [-0.59, -0.94, -2.66], [-2.06, -3.36, 1.27], [-0.94, -3.17, 1.63], [-2.15, -3.22, 0.08], [-2.48, -4.45, 1.49], [-2.70, -2.59, 1.91], [0.89, -3.34, -0.95], [1.11, -4.47, -1.25], [1.75, -2.70, -1.44], [-0.23, -3.03, -1.28], [0.88, -3.34, 0.25], [1.01, 3.47, 2.29], [0.30, 2.94, 1.07], [-0.05, 1.79, 0.99], [0.11, 3.85, -0.13], [1.58, 4.36, 2.00], [1.79, 2.83, 2.69], [0.39, 3.78, 3.13], [1.06, 4.11, -0.59], [-0.47, 4.74, 0.09], [-0.47, 3.22, -0.80]]}

=====

Which of them is most stable? Easy: #2.